(1)
DFT (the ωB97M-V functional and the def2-TZVPD basis) results for a molecular structure, C33H88CsO33P7S in a non-equilibrium geometry.

Geometry as ORCA input:
```
! wB97M-V def2-TZVPD RIJCOSX def2/J DEFGRID3
* xyz 0 1
O -5.4303 -0.3147 -1.0806
C 0.4690 0.7211 4.4232
H -1.0339 -4.0689 -3.0805
P -1.0703 -1.5158 4.6239
H -4.7880 -0.5545 5.8959
H 5.2526 -1.8499 5.7504
O 2.3829 0.0678 -3.3963
Cs -1.1382 -0.2510 1.1826
H 1.0833 5.4734 -1.9812
H 1.6279 5.6228 -7.0563
C -5.7185 0.4844 0.1028
O -3.7625 4.0219 3.2675
H -4.7532 0.8867 0.4276
H -6.2457 1.3444 -0.3397
H -2.2784 -0.5112 -3.6928
H -2.8538 2.5861 5.5387
C -2.1816 6.1314 -4.9770
H 1.7588 1.2093 0.5566
H -5.3458 -4.6615 -2.1450
H 5.6299 -2.5394 -5.6890
C 5.3099 -7.5748 -2.4876
O -4.7204 2.2692 4.6068
H -3.7302 -4.0070 -2.0342
H -5.1207 4.9747 -1.5128
H 3.0059 -0.0372 0.8947
O -4.5620 3.5236 -0.1605
P -4.4259 -1.5195 -1.0397
O -1.3026 4.2212 -3.6753
P 1.9775 -0.3124 -1.8727
H 7.0359 -3.6296 -5.4264
O 5.1809 -1.4351 2.5592
C 2.2082 -2.5946 1.8128
H 0.2366 1.3747 6.4747
O -6.1692 3.4512 3.1607
H -3.6622 -1.1509 7.1610
O -2.6239 -1.3083 4.8992
H -4.5191 -4.5332 -0.5077
H 3.5177 1.6514 0.6464
H -5.3294 5.4149 0.1603
C 2.8083 0.8689 0.3475
S -5.0785 3.6536 4.0704
H -1.8040 3.4004 3.4234
H 5.3657 -8.6185 -2.1848
O 0.3857 4.2217 -5.4656
C 0.9038 -4.9059 -2.2239
C 5.2303 -4.5530 -4.8513
C -4.1624 2.3216 -3.1961
P 3.1124 -5.2750 -3.7297
O -0.7993 -0.0397 4.2920
C -4.6803 -4.0616 -1.4707
H -2.1562 7.1840 -5.0345
P -0.1803 3.3391 -4.3034
O -2.5015 2.0170 -0.2843
O -3.4840 3.3156 -2.3700
O 3.9176 -5.5904 -2.4100
O 0.4524 2.2321 1.9214
O 4.0339 -2.7833 4.3990
C -3.2529 2.1405 4.6142
H 1.4835 2.2852 5.5830
H 5.0832 -3.5650 5.9194
H -0.5981 6.1529 -3.5272
C 4.2922 1.0041 4.0521
C -2.4796 -0.7062 -2.6223
H 1.3857 3.4569 3.2193
H 0.4703 4.3636 2.0322
H -2.7470 5.4557 0.9999
H 4.6065 1.4115 5.0269
C 1.0843 3.4315 2.1388
H -2.9860 2.4270 2.4256
H 2.2063 3.5593 -6.0702
H 4.9812 -5.2325 -5.7006
H 1.1375 -2.9087 6.8985
H -3.0350 -3.0128 5.9875
C 0.2089 -3.1461 6.3212
H -0.0469 -4.5041 7.8075
O 2.4453 -1.8294 -1.6380
H 5.0322 1.1006 3.2684
H -1.0092 5.4610 0.5491
H 2.9089 -3.5371 1.8347
H -3.1890 1.0893 4.6906
H 0.0333 -2.9179 -2.4842
C 3.8044 -2.2577 -1.5800
H -3.2555 5.8139 -5.0810
H 0.8438 2.7021 -6.7659
O -5.0658 4.5547 5.1411
P 4.0033 -1.5313 3.4189
P -3.1235 3.2323 -0.8918
H -0.2499 3.4976 -1.6331
H -6.4218 4.1578 -0.5654
O 2.5935 -1.5586 2.7334
H -4.0378 -2.8081 4.6703
C 1.2171 3.6485 -6.4770
H -0.7727 -3.9529 -1.2804
H 4.3742 -2.1758 -2.5451
H -0.2486 2.5305 5.1318
O 2.9065 -6.4188 -4.6404
H 1.0676 2.5046 -1.2726
H 2.3911 -0.8730 -5.2875
H -5.2345 -2.0535 6.7890
H 2.1418 -2.1258 0.8020
O -3.6130 -1.4810 0.1488
C 4.1099 -6.8585 -1.8762
C 0.4639 1.8228 5.4766
H 1.2192 -2.9287 2.0987
C 5.2563 -2.7820 5.2409
H -6.2294 -0.0806 0.8801
O -0.7671 2.0947 -4.7452
H 6.2712 -7.0527 -2.3173
O -2.3020 4.6102 -0.7704
C 1.6269 -0.5700 -4.4765
C -5.4569 4.5996 -0.5881
H -3.3464 1.7940 -3.7690
H 4.2057 -6.6530 -0.8100
H 2.5676 4.7609 -1.3864
C -0.3128 -3.9731 -2.3024
H 6.1071 -2.9463 4.5732
C -0.7238 -4.0541 7.0818
H -1.6928 5.7923 -5.8892
H -2.2630 5.7836 -2.8667
H 4.3397 -1.7786 -0.7625
H -4.7701 1.6100 -2.6353
C 1.4554 4.6924 -1.2818
O 1.7890 -4.5187 -3.2718
H 0.2418 4.9894 -7.9854
O -0.6732 -2.5646 3.6468
O 4.0330 -4.0692 -4.2804
H 1.0601 -1.4184 -4.1697
O -0.3882 -1.8380 6.0543
H 0.6205 -5.9417 -2.2285
H -2.4856 0.2449 -2.0829
H 1.4930 -4.6969 -1.3310
H -1.5962 -1.1797 -2.1725
O 3.8456 -0.2988 4.3928
H 6.2131 -2.7284 -4.0617
C 6.0508 -3.2714 -5.0354
H -4.8536 2.8153 -3.8316
C 0.8227 3.4367 -1.7684
O -5.2963 -2.8009 -1.2775
C -1.5450 5.6146 -3.6942
H 3.2505 -7.4962 -2.1631
O 0.5542 -0.3131 -1.4436
C -4.4185 -1.4328 6.3854
H 1.1259 4.9397 -0.2816
H -1.4824 -3.5819 7.7112
C -2.8253 2.9942 3.2993
C 1.1959 4.7481 -7.5583
H 1.3574 0.0904 4.5912
H -1.2994 -4.7582 6.5341
H 5.6069 -5.2399 -4.1048
H 3.7082 -3.3534 -1.3850
C -1.9263 4.8956 0.5434
H 0.3625 -3.6531 5.3556
H 1.8576 4.4047 -8.4256
C -3.5723 -2.2395 5.4595
H 3.3073 1.5492 3.7977
O 3.0473 0.5594 -1.0815
O -3.6803 -1.4874 -2.4483
H 2.0505 3.6230 1.5793
O 0.9934 3.2631 -3.2335
H 5.1753 -7.5968 -3.5774
H -1.6094 3.9587 1.0712
H 0.9529 0.1750 -4.8721
H 0.5673 1.1223 3.4091
*
```

Properties
- Highest occupied orbital energy: -6.938 eV

(2)
DFT (the ωB97M-V functional and the def2-TZVPD basis) results for a molecular structure, C30H45BF3IrN6O5SSi in a non-equilibrium geometry.

Geometry as ORCA input:
```
! wB97M-V def2-TZVPD RIJCOSX def2/J DEFGRID3
* xyz 1 2
C -3.2455 0.7392 -0.3124
H 0.8659 -0.6284 -4.8507
S 2.0023 2.1761 2.8678
H -1.4601 1.8306 6.3248
C 0.9592 2.7601 -4.3583
O -0.1067 -0.2997 -0.6410
O -2.1488 0.2026 -2.3655
H 2.3302 -1.9415 -3.1797
C 4.3512 -1.4909 3.7427
H -2.3764 0.4260 0.2633
C -0.3832 4.3824 -0.2664
C -0.3908 -3.5865 -1.8088
H 4.9017 -2.4086 3.8665
H -2.0679 2.0627 2.1936
N -0.6387 0.3434 3.5303
C -0.3490 -3.9512 2.5272
H -0.6359 -3.6653 -4.5333
N -1.1097 -0.6657 4.2660
H 1.7320 -1.7539 -1.5352
H -3.1503 1.7944 -0.5517
H 1.4139 0.6248 -5.9783
C 0.3511 1.3559 -4.2466
H -1.9157 -0.8572 6.2014
C 1.2947 0.3645 -4.9320
C -4.4880 0.3861 -2.4605
H -1.3754 -3.8495 -2.1815
C -1.5573 4.8108 0.3188
H 2.2672 0.3810 -4.4465
H -4.5511 -0.2164 -3.3612
O 0.2604 1.0241 -2.8712
H -0.5069 -3.0069 -0.8988
H 5.4971 -0.3686 5.1799
C 3.2903 -1.4255 2.8543
N -0.4744 2.3364 0.9331
O 1.8633 1.4025 -0.2489
C 3.9745 0.8122 4.2448
C 0.1327 3.1258 0.0566
H -0.9038 -4.6709 3.0911
H -3.4334 -2.1543 -2.1711
H 1.0578 3.0152 -5.4091
H -3.1015 4.2575 1.7241
H 0.8715 -4.4560 -4.0654
N 0.2618 -1.9489 1.9003
H -4.3419 1.4240 -2.7449
H 1.4040 0.7508 -0.8164
C 4.2778 2.0777 5.0030
C 2.9327 0.8063 3.2990
C -2.1861 3.9712 1.2305
F 3.2014 2.5203 5.6738
H 1.5947 -2.5058 0.3761
H 0.9082 -5.0430 1.0834
C -3.2972 -0.0697 -1.6108
H 0.9100 -2.9227 -4.9373
Ir 0.5461 0.2953 1.5096
H -5.4134 0.2932 -1.9013
H -1.6874 2.0221 -4.4289
H 1.1404 2.6327 -1.7133
C -1.0137 1.3263 -4.9210
C -1.6037 2.7492 1.5035
F 4.6610 3.0747 4.1943
H -0.4157 2.4131 3.9015
H -0.9150 1.5994 -5.9669
H 2.9910 -2.2956 2.2876
B -1.3755 -2.1077 3.8700
H -1.4384 0.3306 -4.8481
H -4.3344 -1.7130 -0.7105
C 0.9140 -2.8254 1.1395
H 2.1835 3.3953 -0.4810
C -3.4162 -1.5528 -1.2671
H 0.3145 3.4928 -3.8798
H 2.2930 -3.3459 -2.1026
Si -0.5845 -0.1886 -2.1433
H -2.5239 -2.2135 3.5442
H -1.2074 -2.7902 4.8327
N 2.6008 -0.3162 2.6448
H -4.1487 0.5801 0.2684
H -1.9848 5.7706 0.0665
C 1.7757 -2.4321 -2.3830
H 1.9455 2.7886 -3.9020
C 0.5553 -4.1250 1.5032
N -0.4992 -2.6345 2.7507
C -1.2693 1.1551 5.5172
O -0.3642 -1.5458 -3.0407
F 5.2519 1.9019 5.8996
C -1.4992 -0.2021 5.4656
C 4.6896 -0.3511 4.4629
H -2.5669 -1.8545 -0.6597
C 0.3486 -2.7362 -2.8502
H 0.1479 5.0038 -0.9711
C -0.7274 1.4554 4.2691
C 1.3820 2.6656 -0.6438
C 0.3773 -3.4954 -4.1836
H 0.1591 -4.4983 -1.6017
*
```

Properties
- Highest occupied orbital energy (alpha / beta): -11.301 / -11.305 eV

(3)
DFT (the ωB97M-V functional and the def2-TZVPD basis) results for a molecular structure, C16H24F12N2O14S7Zn in a non-equilibrium geometry.

Geometry as ORCA input:
```
! wB97M-V def2-TZVPD RIJCOSX def2/J DEFGRID3
* xyz 1 2
H -0.2489 -3.6492 -2.1834
H -1.9532 3.1318 2.4447
C 3.3156 -0.2891 1.6312
C 0.6781 4.8661 2.6130
H -1.6704 -0.6964 -4.4095
C 2.6517 1.8338 -3.0984
C 0.9922 -3.5572 3.6519
S 0.0453 -1.5374 -3.0507
O 3.9456 1.9849 -0.6613
C 1.5364 3.4923 2.7978
F -0.9227 3.8940 -0.5577
S 2.5897 1.9157 -1.1280
O 0.0810 1.5109 1.4877
F 3.5757 0.9457 -3.4783
S -0.9528 -2.4044 1.9169
O 4.2146 -0.4983 -1.0027
N 1.6840 0.6684 -0.6098
H -0.0208 -5.2765 2.8387
H -1.6599 -3.2628 -5.5881
O -2.6947 0.5412 1.5710
S 0.2689 2.0590 2.8365
S 2.9907 -0.5381 -0.3042
O -2.3416 -2.7918 2.1174
C -1.8688 3.9391 -1.4642
H -1.2559 5.3899 3.2502
F 2.4389 -1.0571 2.1637
H -0.2829 4.7935 4.5041
O 2.4712 -1.9192 -0.4257
C -0.1774 -3.8343 -4.2260
C -0.0091 -2.3607 3.5559
O 0.6211 1.2738 4.0171
C 0.6678 -4.5136 2.4755
H 1.5262 -5.0962 2.1409
H -2.3354 -2.1221 -3.5546
C -0.5916 4.5584 3.4855
F -5.2015 -0.7282 -0.0937
O -4.2088 1.9711 0.2712
O -3.6988 1.9383 -2.4125
H 0.3677 4.8339 1.5687
N -1.6835 1.2076 -0.7753
H -1.6308 2.6570 4.0577
O -1.3207 1.7675 -3.0817
S -3.1463 0.9897 0.2676
H -0.7626 -2.5602 4.3178
O 1.8986 3.1765 -0.8694
O -0.5127 -1.2897 0.9827
Zn -0.1013 0.3548 -0.1519
H 1.9476 3.6338 3.7973
F 1.4458 1.4636 -3.6073
O 1.1224 -1.0381 -3.9012
H 1.4276 -3.5219 -2.6211
F 3.2188 0.9953 1.8758
H 0.4253 -1.3610 3.5569
C -1.1776 3.1704 3.2096
F -3.7789 -0.6100 -1.8029
H 0.6720 -4.2968 -4.7286
O -0.3100 -1.0374 -1.7345
C 0.0506 -3.8051 1.2665
H -0.1460 -2.3793 -5.7236
H 0.8469 -3.2518 0.7686
C 0.4190 -3.3065 -2.9737
F 4.5557 -0.6745 1.9465
H 1.0840 -4.1038 4.5904
H -0.9685 -4.5716 -4.0893
F 2.9994 3.0091 -3.5846
H 2.3664 3.2562 2.1319
C -0.8863 -2.7511 -5.0153
S -2.2106 2.0498 -2.0712
F -1.3380 4.5767 -2.5798
H -0.5323 -4.3262 0.5070
F -3.3155 -1.5771 0.0346
H 1.1116 5.8107 2.9415
H 2.0323 -3.3111 3.4379
C -3.9306 -0.5680 -0.4940
F -2.9795 4.5175 -0.9252
C -1.4595 -1.7038 -4.0506
*
```

Properties
- Highest occupied orbital energy (alpha / beta): -12.981 / -12.974 eV

(4)
DFT (the ωB97M-V functional and the def2-TZVPD basis) results for 2 unconnected molecules or ions with the total composition C4H11NO2 in a non-equilibrium geometry.

Geometry as ORCA input:
```
! wB97M-V def2-TZVPD RIJCOSX def2/J DEFGRID3
* xyz 0 1
C -0.9660 2.5791 1.4637
H -0.8083 3.6909 1.7494
C -0.3550 -1.7106 -1.1795
H 1.7116 -1.0281 -0.4162
O 1.1622 2.7235 0.3559
H 1.6256 0.8376 2.1163
H -1.3848 2.1392 2.3846
N -0.0973 -2.1406 -2.5748
C 0.4579 2.2229 1.1875
H 1.2330 -2.5972 0.0969
H -1.0061 -0.8760 -1.1977
O 0.6530 1.0340 1.9318
H -0.7291 -2.8232 -3.0460
H -1.0572 -2.5190 -0.8560
C 0.7509 -1.5338 -0.1784
H 0.1723 -1.4882 -3.2403
H -1.8113 2.4735 0.6743
H 0.4485 -0.9840 0.7283
*
```

Properties
- Relative energy (zero: lowest compared OMol25 entry of this formula, charge and spin): 192.6 kJ/mol
- SMILES: CC(=O)O.CCN
- Highest occupied orbital energy: -8.814 eV

(5)
DFT (the ωB97M-V functional and the def2-TZVPD basis) results for 2 unconnected molecules or ions with the total composition C8H12BrNO2 in a non-equilibrium geometry.

Geometry as ORCA input:
```
! wB97M-V def2-TZVPD RIJCOSX def2/J DEFGRID3
* xyz 0 1
C 0.4682 2.3691 -0.3575
O -0.7958 -1.6418 1.7428
H -0.4755 -1.4137 -1.9345
C -1.2014 1.4158 1.1772
C -0.0327 -1.9239 0.6432
C -0.6974 -2.6842 -0.4881
H 0.4774 1.2382 -2.2229
N -0.9948 0.4592 -1.0312
H -1.7906 -2.5477 -0.4462
H -1.7085 1.3022 2.1223
Br -3.3696 -0.1583 0.1490
C -0.1616 2.2301 0.9942
H -0.4905 -3.7553 -0.3732
H 1.8250 -1.8621 -0.2697
H 0.2178 2.8510 1.7930
H -1.6937 -1.9732 1.6187
H 1.7318 -1.0628 1.3979
H 1.0355 0.3225 -0.8085
C 1.2482 -1.5827 0.5925
C -1.6406 0.6353 0.0374
H 1.5258 2.6181 -0.2693
O -0.2026 -2.3272 -1.7521
C 0.3067 1.0698 -1.1567
H -0.0219 3.1999 -0.8812
*
```

Properties
- Relative energy (zero: lowest compared OMol25 entry of this formula, charge and spin): 0.0 kJ/mol
- SMILES: BrC1=NCCC=C1.C=C(O)CO
- Highest occupied orbital energy: -8.729 eV

(6)
DFT (the ωB97M-V functional and the def2-TZVPD basis) results for a molecular structure, C4H5N5O2S2 in a non-equilibrium geometry.

Geometry as ORCA input:
```
! wB97M-V def2-TZVPD RIJCOSX def2/J DEFGRID3
* xyz 0 1
N -2.4233 -0.0045 -1.3027
O -1.1143 -2.5085 0.2852
N -1.6569 1.0508 0.8792
O 0.9409 -1.4015 1.1590
S 1.3795 0.1081 -1.7485
H 2.5801 2.9866 0.2152
N 0.5819 1.8061 0.3084
C -1.2467 -0.0279 -1.7981
H -1.1724 0.1561 -2.8789
N -2.6244 0.3400 0.1061
C -0.5258 1.1209 0.3319
S 0.4243 -1.9406 -0.0910
C -0.1773 -0.5781 -1.1388
H 3.4364 2.1565 -1.1020
H -3.5008 0.6371 0.2709
N 2.6854 2.1799 -0.4385
H -1.4718 -1.8481 0.9555
C 1.5506 1.4971 -0.4729
*
```

Properties
- Relative energy (zero: lowest compared OMol25 entry of this formula, charge and spin): 0.0 kJ/mol
- Highest occupied orbital energy: -7.995 eV